Model one:
This record from OMol25 describes an isolated molecule of C3H5FN2. The level of theory is wB97M-V/def2-TZVPD.

```
11
Properties=species:S:1:pos:R:3:nbo_charge:R:1
F 0.350 0.071 2.208 -0.361
C 0.385 0.511 0.862 0.114
C -0.873 1.295 0.445 -0.044
N -1.577 0.629 -0.363 -0.197
N -1.076 -0.633 -0.593 -0.443
C 0.285 -0.678 -0.006 -0.263
H 1.158 1.284 0.634 0.191
H -1.150 2.319 0.768 0.212
H -1.292 -0.781 -1.548 0.381
H 1.039 -0.633 -0.981 0.188
H 0.380 -1.538 0.468 0.222
```

Values from the calculation:
- Net charge: 0
- SMILES string: F[C@@H]1C=NNC1
- Orbital gap: 9.99 eV

Model two:
This record from OMol25 describes an isolated molecule of C3H5FN2. The level of theory is wB97M-V/def2-TZVPD.

```
11
Properties=species:S:1:pos:R:3:nbo_charge:R:1
C 0.256 1.171 -1.798 -0.474
C 0.313 0.447 -0.674 0.314
F 1.195 0.908 0.303 -0.358
C -0.774 -0.340 -0.353 -0.197
N -1.048 -0.985 0.695 -0.143
N -0.210 -1.286 1.500 -0.537
H -0.602 0.977 -2.433 0.234
H 1.240 1.849 -1.754 0.235
H -1.733 -0.113 -0.847 0.203
H 0.762 -0.837 1.497 0.348
H -0.380 -1.820 2.392 0.375
```

Values from the calculation:
- Net charge: 0
- SMILES string: C=C(F)/C=N\N
- Orbital gap: 8.88 eV

Model three:
This record from OMol25 describes an isolated molecule of C3H5FN2. The level of theory is wB97M-V/def2-TZVPD.

```
11
Properties=species:S:1:pos:R:3:nbo_charge:R:1
H 1.145 -0.868 2.122 0.344
N 1.382 -1.023 1.131 -0.697
C 0.553 -0.590 0.296 0.404
N 0.695 -0.887 -1.062 -0.815
C -0.633 0.244 0.571 -0.364
C -1.230 1.088 -0.275 0.271
F -1.053 1.194 -1.581 -0.322
H 1.644 -1.190 -1.259 0.393
H 0.269 -0.221 -1.661 0.385
H -0.880 0.387 1.598 0.227
H -1.894 1.866 0.120 0.173
```

Values from the calculation:
- Net charge: 0
- SMILES string: [H]/N=C(N)\C=C/F
- Orbital gap: 10.28 eV

Of them, the most stable is model three and the least stable is model two.

Model one:
This record from OMol25 describes an isolated molecule of C3H5PS. The level of theory is wB97M-V/def2-TZVPD.

```
10
Properties=species:S:1:pos:R:3:nbo_charge:R:1
C -0.928 1.776 -0.068 -0.577
C -0.454 -0.849 0.307 -0.686
C 0.987 -0.454 -0.245 -0.537
P -1.828 0.411 -0.014 0.707
S 1.472 1.280 0.031 0.026
H -0.896 2.717 -0.475 0.190
H -0.636 -1.805 0.008 0.221
H -0.253 -1.065 1.428 0.237
H 1.592 -1.193 0.235 0.225
H 0.946 -0.817 -1.207 0.194
```

Values from the calculation:
- Net charge: 0
- Orbital gap: 8.03 eV

Model two:
This record from OMol25 describes a cluster of 2 separate species, C3H5PS in total. The level of theory is wB97M-V/def2-TZVPD.

```
10
Properties=species:S:1:pos:R:3:nbo_charge:R:1
C -2.661 -0.017 0.094 -0.728
C -1.470 0.753 0.344 -0.499
P -0.253 1.725 0.393 0.497
H -3.426 0.707 0.546 0.249
H -2.866 0.033 -0.955 0.245
H -2.690 -1.047 0.523 0.244
C 3.389 -0.648 -0.226 -0.464
S 2.516 0.664 -0.395 0.099
H 3.658 -1.318 -1.003 0.184
H 3.803 -0.851 0.681 0.174
```

Values from the calculation:
- Net charge: 0
- SMILES string: CC#P.C=S
- Orbital gap: 8.38 eV

Of them, the most stable is model two and the least stable is model one.

Model one:
This record from OMol25 describes a structure of composition C4H14N4. The level of theory is wB97M-V/def2-TZVPD.

```
22
Properties=species:S:1:pos:R:3:nbo_charge:R:1
C 0.522 2.564 1.023 -0.417
C -0.943 -0.051 1.539 -0.633
N 0.521 1.385 0.162 -0.626
C 0.401 0.130 0.863 0.353
N 1.497 -0.448 1.570 -0.481
H 1.369 1.371 -0.397 0.367
H 2.372 0.008 1.303 0.344
H 0.760 3.434 0.411 0.212
H 1.242 2.505 1.850 0.172
H -0.474 2.712 1.437 0.198
H -1.037 0.643 2.371 0.222
H -1.744 0.120 0.823 0.229
H -1.021 -1.061 1.937 0.223
C -1.052 -1.944 -2.341 -0.416
N -0.060 -0.889 -2.278 -0.875
N 0.846 -0.964 0.026 -0.508
H -0.519 0.003 -2.107 0.337
H 0.494 -1.884 0.267 0.389
H 0.783 -0.933 -1.322 0.398
H -0.554 -2.899 -2.515 0.183
H -1.673 -2.041 -1.437 0.142
H -1.731 -1.761 -3.182 0.188
```

Values from the calculation:
- Net charge: 0
- Orbital gap (spin up / spin down): 8.42 / 8.42 eV

Model two:
This record from OMol25 describes a cluster of 2 separate species, C4H14N4 in total. The level of theory is wB97M-V/def2-TZVPD.

```
22
Properties=species:S:1:pos:R:3:nbo_charge:R:1
H 2.211 0.779 1.367 0.329
N 2.161 0.124 0.586 -0.705
C 1.550 0.587 -0.436 0.216
C 1.202 2.022 -0.687 -0.687
H 1.606 -0.028 -1.333 0.159
H 1.908 2.450 -1.402 0.232
H 0.211 2.086 -1.129 0.221
H 1.213 2.602 0.236 0.212
C -1.314 0.120 1.130 -0.435
N -0.706 -0.413 -0.076 -0.324
C -1.582 -0.264 -1.220 -0.432
N -0.517 -1.943 0.148 -0.329
N 0.526 -2.246 1.005 -0.675
H -2.251 -0.389 1.380 0.183
H -1.517 1.180 0.996 0.200
H -0.614 0.002 1.956 0.201
H -1.833 0.789 -1.351 0.203
H -2.516 -0.828 -1.105 0.183
H -1.066 -0.614 -2.115 0.194
H -0.224 -2.249 -0.782 0.334
H 1.351 -1.609 0.866 0.384
H 0.201 -2.162 1.965 0.338
```

Values from the calculation:
- Net charge: 0
- SMILES string: [H]/N=C\C.CN(C)NN
- Orbital gap: 8.94 eV

Model three:
This record from OMol25 describes a structure of composition C4H14N4. The level of theory is wB97M-V/def2-TZVPD.

```
22
Properties=species:S:1:pos:R:3:nbo_charge:R:1
C 0.784 0.307 2.285 -0.413
C 1.642 -0.523 -0.850 -0.557
N 0.486 -0.380 1.027 -0.628
H 0.505 -1.394 1.099 0.361
H 0.905 1.368 2.070 0.215
H 1.707 -0.101 2.702 0.196
H -0.012 0.165 3.025 0.157
H 2.397 -0.830 -0.124 0.198
H 1.761 0.528 -1.096 0.197
H 1.839 -1.183 -1.693 0.160
C -0.666 0.072 0.150 0.370
N -0.663 1.503 0.086 -0.885
N -1.921 -0.354 0.734 -0.874
N -0.516 0.251 -2.362 -0.876
C -0.351 -0.576 -1.194 -0.034
H -1.542 1.852 -0.289 0.374
H -0.084 2.157 -0.434 0.389
H -1.981 -0.318 1.746 0.378
H -2.369 -1.139 0.282 0.374
H 0.223 0.078 -3.048 0.370
H -1.405 0.113 -2.835 0.363
H -0.738 -1.594 -1.281 0.164
```

Values from the calculation:
- Net charge: 0
- Orbital gap: 8.30 eV

Of them, the most stable is model two and the least stable is model one.

Model one:
This record from OMol25 describes an isolated molecule of C4H14N4. The level of theory is wB97M-V/def2-TZVPD.

```
22
Properties=species:S:1:pos:R:3:nbo_charge:R:1
C 0.664 1.117 1.109 -0.622
C -0.442 0.461 0.300 -0.252
C -1.723 -0.007 1.360 -0.205
N -1.351 -0.716 2.559 -0.830
C -0.171 -0.891 -0.257 -0.202
N 0.758 -0.660 -1.592 -0.181
N 0.073 -0.383 -2.788 -0.679
N 1.988 0.005 -1.485 -0.673
H 1.265 0.381 1.652 0.210
H 0.251 1.815 1.846 0.203
H 1.326 1.706 0.472 0.220
H -0.892 1.148 -0.419 0.203
H -2.160 0.956 1.634 0.182
H -2.508 -0.553 0.832 0.188
H -0.948 -1.625 2.349 0.351
H -0.665 -0.198 3.101 0.357
H -1.050 -1.409 -0.647 0.219
H 0.436 -1.511 0.406 0.203
H 0.029 0.614 -2.991 0.311
H 0.538 -0.836 -3.577 0.344
H 1.908 0.989 -1.741 0.309
H 2.671 -0.405 -2.123 0.345
```

Values from the calculation:
- Net charge: 0
- SMILES string: C[C@H](CN)CN(N)N
- Orbital gap: 9.01 eV

Model two:
This record from OMol25 describes a cluster of 2 separate species, C4H14N4 in total. The level of theory is wB97M-V/def2-TZVPD.

```
22
Properties=species:S:1:pos:R:3:nbo_charge:R:1
C -1.046 -0.048 0.205 0.558
C -0.304 -1.335 -0.144 -0.469
C 0.835 -1.654 0.855 -0.212
C 0.771 1.352 -1.747 -0.416
N 0.512 1.189 -0.333 -0.921
N -2.078 0.260 -0.699 -0.834
N -1.201 0.159 1.519 -0.938
N 1.230 -0.408 1.560 -0.835
H 0.123 2.052 0.042 0.333
H 0.179 -0.045 1.940 0.452
H -2.565 1.115 -0.460 0.369
H -1.771 0.298 -1.663 0.372
H -1.818 0.935 1.737 0.348
H 1.347 0.368 0.794 0.465
H 1.988 -0.528 2.222 0.392
H 0.084 -1.266 -1.160 0.211
H -1.031 -2.150 -0.126 0.229
H 1.691 -2.089 0.337 0.197
H 0.488 -2.369 1.600 0.201
H -0.136 1.524 -2.360 0.139
H 1.254 0.451 -2.146 0.172
H 1.449 2.188 -1.971 0.185
```

Values from the calculation:
- Net charge: 0
- Orbital gap: 8.20 eV

Of them, the most stable is model two and the least stable is model one.